1.
{"formula": "C35H95HgN8O9", "method": "ωB97M-V with the def2-TZVPD basis set", "energy_ev": -72350.239, "homo_ev": [-6.66, -7.92], "multiplicity": 2, "species": ["H", "N", "H", "H", "H", "H", "C", "N", "C", "H", "H", "C", "H", "C", "C", "H", "H", "H", "H", "H", "H", "H", "C", "H", "H", "H", "H", "C", "H", "O", "C", "H", "C", "C", "H", "H", "H", "H", "N", "N", "H", "H", "O", "H", "H", "H", "C", "H", "C", "H", "H", "H", "H", "H", "H", "H", "C", "O", "H", "C", "H", "H", "H", "H", "H", "H", "C", "C", "H", "H", "H", "H", "H", "C", "H", "C", "H", "H", "H", "H", "H", "C", "H", "C", "H", "N", "O", "C", "N", "H", "H", "H", "H", "O", "C", "C", "H", "C", "C", "H", "H", "H", "H", "Hg", "H", "H", "H", "C", "H", "C", "C", "H", "H", "C", "H", "O", "H", "H", "O", "C", "N", "C", "H", "C", "O", "C", "O", "H", "H", "C", "H", "H", "H", "H", "H", "H", "N", "H", "H", "H", "H", "H", "H", "C", "H", "H", "H", "H"], "coordinates": [[-3.969026, -0.161308, -2.677294], [3.471504, 2.554133, -3.602127], [-0.950059, -0.664425, -1.109412], [2.116268, -4.606674, 5.127063], [-3.500543, 4.241514, -6.469516], [2.949703, 2.302457, -4.429462], [-1.769278, 4.252647, 6.464363], [-2.862458, 1.380589, -0.367668], [2.705798, -3.538749, 1.987145], [-5.218216, 2.486474, -1.103139], [-4.398912, -2.992845, 0.720087], [1.837887, -3.631882, 3.212342], [5.342302, -0.522062, 4.548958], [3.460056, 2.655579, -1.226139], [-3.769556, 1.481935, -4.744104], [8.112133, -2.159634, 3.184850], [-3.276100, -1.848194, 0.053285], [-1.213378, 3.143809, 0.460558], [3.510889, -4.659848, 4.031163], [1.105429, 2.352571, 3.011436], [-6.315058, 5.718876, -0.619156], [-6.561600, 0.210549, 0.633621], [-3.277011, 2.694059, -0.018607], [-2.513761, -4.371133, 1.752247], [-3.711079, -1.215579, -4.149177], [-5.530295, -1.448676, 2.181819], [-0.073338, 4.488893, 4.390669], [-2.055838, 3.566927, -0.086546], [-3.648380, 2.714414, 1.005977], [-0.778121, 0.227138, 1.820894], [-0.787541, 3.665541, 4.380664], [1.306798, 4.206913, -2.405061], [1.228679, 3.135470, -2.589449], [1.275995, 2.385475, 4.087503], [-2.536934, 1.485590, -1.317997], [1.854941, 1.047134, 1.012457], [9.471688, -3.331904, 1.451507], [1.470197, -2.973341, -2.086526], [6.246323, -0.635914, 4.113200], [-1.806193, 1.231727, -3.168658], [3.971630, 3.608924, -1.358543], [-2.014559, 1.074107, 0.087557], [0.535814, 2.893224, -3.833048], [0.055671, -1.425126, 1.081012], [-1.005263, -2.017099, -4.946101], [4.263537, 1.928491, -3.565213], [6.120021, -1.250873, 2.787327], [-6.453702, -1.400862, -0.175244], [2.425767, -4.743785, 4.090954], [1.416752, -1.642638, 3.078279], [-2.311766, 4.512380, 0.391689], [4.243756, 1.897998, -1.223819], [2.884769, -4.545931, 1.610766], [0.426645, -3.176258, -6.761236], [-1.271402, 2.054553, -3.407511], [0.285705, -0.776657, -4.915125], [-4.111787, 3.526632, -5.918667], [-2.895834, -2.359022, 2.024721], [0.702106, -7.404661, 3.306367], [-0.283601, 3.884494, -4.264093], [-1.690346, 3.912046, -1.053716], [1.838544, 3.310842, 4.211360], [-1.517200, 3.367435, 7.048266], [-0.635872, -4.376446, -4.623277], [-1.070399, 5.052401, 6.709421], [-5.706472, 5.231287, -2.297783], [-0.039023, 2.419636, 4.906192], [0.120692, -0.351143, 0.906571], [-5.231200, -0.165281, -0.501474], [-4.338764, 1.847871, -3.889596], [-1.225794, -3.457686, 2.620428], [1.114736, -4.308917, -1.111846], [0.211725, -5.865507, 2.832842], [0.898262, -2.865385, -4.761402], [2.869682, 2.661394, -0.309893], [7.533499, -1.695566, 2.386163], [-1.464817, -3.350338, 0.877852], [-4.515518, 0.947524, -5.332368], [0.592861, 2.768396, -1.783786], [-2.722601, 4.489214, 6.936926], [-6.787394, 4.171337, -1.234857], [-2.601520, 0.646040, -4.191424], [-2.591731, -1.143460, -2.837415], [-3.269266, -0.527368, -3.428580], [-1.106053, 0.632263, -2.755681], [-4.176602, 0.120878, 1.850213], [2.153190, -6.022679, 3.693983], [-3.814150, -2.106303, 0.965416], [1.200644, -2.861009, -6.194115], [-4.634606, 3.999072, -5.087075], [6.726472, -1.214853, 4.787285], [5.407394, -0.611067, 0.819743], [5.800508, 0.739498, 1.934381], [-3.201244, 2.521979, -5.495181], [-4.408817, 3.209853, -1.004586], [0.772126, -6.364213, 3.623619], [1.963351, 1.587048, 4.367081], [1.615716, 0.003146, 1.214838], [5.373908, -0.260104, 1.851155], [-1.973556, 0.264841, -4.996676], [0.829016, -2.319135, 4.334592], [0.783498, -0.353431, -1.089471], [-0.290432, 0.421227, 4.970802], [-2.386734, -0.519099, 3.420412], [0.162256, 4.879130, -4.269224], [3.614681, -3.018011, 2.288585], [0.968850, -5.065281, -4.666073], [2.583963, 2.300058, -2.493487], [2.292846, -4.545375, -2.481820], [0.382010, -4.242882, -4.256957], [-5.898645, -0.569612, 0.259535], [0.120984, 2.448390, 5.984008], [-0.520779, 1.109898, 3.631609], [-1.980928, -3.423867, 1.835108], [-1.311376, 3.891215, -3.901142], [-4.881118, 4.492514, -0.573270], [4.324452, -0.179412, 2.134390], [-4.835014, 3.113981, -6.622073], [7.453834, -2.642663, 1.346866], [-0.062527, -1.717284, -4.488433], [-0.782341, 1.221932, 4.600690], [1.379975, -4.058336, -2.138958], [1.781069, -2.669654, -4.152770], [-4.894424, -1.043743, 1.394547], [-1.980812, 4.032720, 5.101848], [8.688640, -2.991410, 0.774021], [0.186505, -4.343755, -2.858789], [2.413533, 1.225926, -2.566386], [-1.076900, 3.454680, 3.351140], [-0.156991, -0.131037, -0.585355], [2.287431, -0.597214, 0.601265], [-0.352563, 3.647442, -5.325771], [8.449310, -3.775351, 0.055508], [5.582400, -2.197320, 2.844847], [-0.214312, -1.693345, -3.409317], [1.180282, -1.884247, -6.450288], [1.682932, -2.302096, 3.795477], [0.870244, -3.965148, 2.837223], [-4.084057, 3.376086, -2.031709], [8.077179, -0.783392, 2.140287], [9.052157, -2.141025, 0.197125], [-0.344922, 0.918894, -0.809906], [0.222461, -6.331325, 4.564301], [-6.000437, 4.923180, -1.294416], [-3.777961, 0.663554, 1.097426], [2.158949, -3.013657, 1.203996], [1.807094, -0.182140, 2.271793], [-4.901820, 0.716611, 2.223375]], "forces_ev_per_angstrom": [[-0.32, 0.15, -0.32], [-0.23, 0.84, -1.21], [-0.21, -0.44, 0.59], [-0.06, 0.17, 0.38], [-0.17, 0.19, 0.17], [0.14, 0.09, -0.49], [-0.75, -0.18, 0.95], [-0.76, -1.47, -1.11], [-0.31, 0.00, -0.26], [-0.31, -0.19, 0.46], [0.16, -0.52, 0.10], [-0.37, -0.39, -1.17], [-0.36, 0.28, -0.25], [-1.13, -0.52, -0.98], [1.00, 0.44, 0.59], [-0.31, 0.02, 0.64], [0.11, 0.51, -0.04], [-0.07, -0.19, 0.09], [0.11, 0.11, 0.29], [-0.41, -0.37, 0.00], [-0.47, 0.62, -0.87], [0.02, -0.15, 0.07], [-0.04, 1.19, -1.03], [-0.14, -0.20, 0.43], [-0.50, -0.02, 0.14], [0.47, -0.13, 0.38], [-0.04, 0.32, 0.01], [0.15, 2.17, 0.87], [-0.31, 0.18, 0.08], [0.30, 0.54, -0.66], [-0.33, -0.41, 1.12], [0.62, 0.12, -0.30], [0.43, -1.39, 0.14], [0.55, 0.87, 0.64], [-0.21, -0.54, -0.80], [-0.18, 0.17, 0.00], [-0.15, -0.02, 0.41], [0.63, 0.18, -0.22], [-0.18, 0.32, 0.33], [0.59, 2.23, 0.86], [-0.33, 0.11, -0.13], [-0.03, 0.25, 1.04], [2.23, -1.21, 1.82], [0.21, -0.70, -0.25], [-0.27, 0.36, -0.05], [0.13, -0.06, 0.08], [0.16, -0.38, 0.60], [-0.19, 0.05, 0.09], [0.27, 1.97, 1.08], [0.31, -0.08, -0.43], [0.20, 0.27, 0.29], [-0.04, -0.09, 0.51], [0.38, 0.03, 0.01], [-0.39, -0.72, 0.24], [-0.24, -0.10, -0.48], [0.03, 0.03, 0.28], [0.64, -0.49, -0.34], [-0.48, -0.43, -0.28], [0.43, -0.16, 0.14], [-0.58, 1.09, -2.46], [-0.28, -0.65, -0.49], [0.13, 0.15, 0.27], [0.59, -0.37, -0.32], [-0.10, -0.06, -0.42], [0.26, 0.12, -0.26], [-0.43, 0.09, -0.18], [0.59, 0.78, -0.70], [-0.21, -0.31, 1.16], [-0.30, 0.26, -0.27], [0.00, 0.43, 0.34], [-0.37, 0.25, 0.17], [0.46, -0.46, 0.07], [0.09, 0.56, 0.14], [-0.30, -0.07, 0.31], [0.23, -0.16, 0.09], [-0.18, 0.57, -0.39], [0.22, 0.42, -0.16], [0.29, -0.63, -0.28], [-0.11, -0.14, 0.27], [-0.22, 0.48, -0.42], [-0.14, -0.18, -0.59], [-1.17, -2.15, 0.65], [0.51, 0.16, -0.20], [0.09, -0.57, -0.70], [-0.27, -0.58, -0.34], [-0.77, 0.56, 1.66], [-1.34, -1.54, -0.97], [-1.34, -0.12, -0.12], [0.52, -0.10, -0.09], [0.01, 0.07, 0.14], [0.38, -0.33, -0.24], [0.06, 0.04, -0.04], [0.19, -0.06, -0.07], [-0.14, 0.66, -0.06], [0.63, 0.48, 0.76], [0.10, -1.02, -0.53], [-0.23, -0.23, 0.03], [-0.92, 0.09, -0.20], [0.62, -0.72, 0.33], [-0.24, -0.04, -0.45], [-0.08, -0.01, 0.69], [0.02, -0.20, -0.35], [0.10, -0.17, 0.68], [0.18, 0.58, 0.21], [0.07, 0.20, 0.60], [0.20, -0.07, -0.47], [0.44, 0.00, 0.14], [0.29, 1.34, 0.74], [-0.14, -0.12, -0.14], [-1.18, 0.74, -0.67], [1.75, -1.12, 0.20], [0.27, 0.35, -0.07], [-0.53, -0.38, -1.08], [-0.29, -0.37, -1.01], [-0.02, 0.08, 0.58], [0.86, -1.53, 0.48], [-0.01, -0.13, 0.12], [-0.27, -0.09, -0.01], [-0.22, 0.09, 0.14], [-0.40, -1.28, 0.66], [-0.07, -0.45, -0.30], [-1.36, 0.68, 1.09], [0.55, 0.06, -0.58], [0.17, -0.21, -1.52], [0.72, -0.37, -0.60], [-0.50, 0.24, -0.92], [1.10, -0.09, -0.46], [-0.96, -0.14, 0.91], [-0.19, 0.12, 0.00], [0.75, 0.62, -0.25], [0.08, -0.15, 0.06], [-0.56, 0.24, -0.28], [0.22, -0.13, 0.10], [-0.48, -0.07, -0.13], [-0.18, 0.60, 0.09], [0.63, 0.30, -0.15], [-0.12, -0.34, 0.82], [-0.26, -0.27, 0.18], [0.80, -0.39, -0.21], [0.37, 0.11, -0.58], [0.38, 0.15, -0.02], [0.18, 0.25, 0.23], [0.21, 0.52, 0.30], [0.20, 0.26, 1.55], [0.35, -0.41, -0.79], [0.29, 0.34, -0.13], [0.15, 0.20, -0.14], [0.14, 0.44, 0.57]], "lowdin_charge": [0.063, 0.011, 0.059, 0.123, 0.089, 0.065, -0.145, 0.026, -0.046, 0.108, 0.123, -0.446, 0.066, -0.047, -0.200, 0.120, 0.122, 0.075, 0.129, 0.068, 0.094, 0.076, -0.400, 0.092, 0.079, 0.133, 0.118, -0.059, 0.133, -0.405, -0.169, 0.126, -0.126, -0.061, 0.030, 0.059, 0.086, 0.070, 0.027, 0.068, 0.075, 0.027, -0.216, 0.089, 0.084, 0.072, -0.415, 0.072, -0.234, 0.016, 0.078, 0.067, 0.090, 0.068, 0.041, 0.084, -0.092, -0.372, 0.087, -0.163, 0.073, 0.072, 0.077, 0.123, 0.090, 0.087, -0.413, -0.556, 0.044, 0.109, 0.068, 0.082, 0.069, -0.435, 0.055, -0.218, 0.086, 0.129, 0.092, 0.086, 0.085, -0.394, 0.056, -0.064, 0.050, -0.024, -0.158, -0.167, 0.037, 0.080, 0.063, 0.075, 0.077, -0.196, -0.155, -0.093, 0.078, -0.070, -0.041, 0.120, 0.060, 0.066, 0.042, 0.954, 0.097, 0.070, 0.124, -0.397, 0.102, -0.198, -0.036, 0.128, -0.023, -0.101, 0.078, -0.202, 0.049, 0.084, -0.186, -0.068, -0.034, -0.103, 0.116, -0.379, -0.168, -0.117, -0.183, 0.119, 0.124, -0.072, 0.066, 0.100, 0.088, 0.110, 0.063, 0.056, 0.074, 0.089, 0.107, 0.126, 0.085, 0.046, 0.093, -0.117, 0.015, 0.062, 0.040, 0.086]}


2.
{"formula": "C6H14", "method": "ωB97M-V with the def2-TZVPD basis set", "energy_ev": -6443.001, "charge": -1, "homo_ev": [-0.66, -0.52], "multiplicity": 2, "species": ["C", "H", "H", "H", "H", "C", "H", "H", "C", "H", "H", "H", "H", "H", "C", "C", "C", "H", "H", "H"], "coordinates": [[0.128348, 0.458480, -0.328476], [-2.162144, 1.734261, 0.191227], [0.218317, 1.555099, -0.392008], [1.282661, -1.008185, -1.375776], [-1.398747, -0.929993, -1.241982], [-1.978716, -0.527092, 0.745916], [-1.522766, -0.183165, 1.674282], [1.871995, -0.633065, 1.549188], [-2.353069, 0.950919, -0.533868], [3.348754, 1.615645, 0.741959], [-2.577631, -1.439826, 0.721770], [2.966335, 1.635135, 0.089507], [-2.199719, 1.434658, -1.552705], [2.632640, -1.790194, 0.439479], [1.695310, -1.268443, 0.681888], [-1.186909, -0.145832, -0.497444], [1.381055, -0.305666, -0.508644], [-3.383708, 0.676698, -0.552740], [0.908091, -1.986849, 0.851817], [2.329896, 0.157408, -0.703389]], "forces_ev_per_angstrom": [[0.97, 1.70, -0.19], [0.07, -0.08, 0.19], [-0.28, -0.41, -0.21], [0.04, -0.01, -0.06], [0.31, 0.13, -0.42], [1.78, -2.40, 1.19], [-0.31, -0.07, 0.04], [-0.18, -0.19, 0.33], [1.79, 1.75, -3.53], [-0.14, 0.17, -0.37], [-0.22, 0.05, 0.18], [0.32, 0.14, 0.58], [-0.18, 0.28, 0.43], [0.03, -0.32, 0.19], [0.88, 0.68, -0.68], [-2.88, 0.87, 2.04], [-1.08, -2.52, 0.11], [-0.60, -0.65, 0.22], [-0.31, -0.09, 0.19], [-0.02, 0.95, -0.22]], "nbo_charge": [-0.673, 0.210, 0.169, 0.123, 0.151, -0.428, 0.177, 0.185, -0.622, -0.025, 0.140, 0.020, 0.169, 0.152, -0.646, -0.275, -0.397, 0.200, 0.193, 0.177]}


3.
{"formula": "C5H9N", "method": "ωB97M-V with the def2-TZVPD basis set", "energy_ev": -6818.763, "homo_ev": -8.35, "smiles": "C=CCNC=C", "species": ["H", "H", "C", "H", "H", "H", "C", "C", "H", "N", "C", "H", "H", "H", "C"], "coordinates": [[-1.143050, 0.465205, 2.193725], [1.803601, -0.217175, 1.719900], [0.362974, -1.208424, 0.470048], [-1.364825, 1.753586, -2.615549], [-0.499041, -1.826811, 0.776894], [-0.208721, 0.532670, -3.207498], [-0.554773, 0.561591, -1.074544], [0.722470, -0.271391, 1.565010], [1.133947, -1.979240, 0.413813], [0.247121, -0.615657, -0.880587], [-0.727633, 0.916847, -2.343941], [0.174386, 1.375058, 2.897912], [-1.151730, 0.786057, -0.200680], [1.225883, -0.509878, -1.117257], [-0.053048, 0.531221, 2.270882]], "forces_ev_per_angstrom": [[0.14, -0.24, -0.30], [-0.11, 0.36, -0.02], [-1.06, -1.16, 0.36], [-0.08, -0.02, 0.31], [-0.30, 0.59, -0.47], [0.32, -0.53, 0.30], [0.43, -2.69, -0.90], [1.46, 0.73, 0.43], [0.17, 0.17, -0.23], [0.81, -0.15, 1.52], [-0.69, 1.88, 0.05], [0.97, -0.20, 0.34], [-0.03, 0.75, -0.25], [-0.26, 0.47, -0.82], [-1.77, 0.06, -0.32]], "nbo_charge": [0.178, 0.190, -0.271, 0.195, 0.194, 0.201, -0.024, -0.196, 0.205, -0.615, -0.444, 0.207, 0.200, 0.366, -0.386]}


4.
{"formula": "C3H9ClNO2PS2", "method": "ωB97M-V with the def2-TZVPD basis set", "energy_ev": -52322.131, "homo_ev": [-7.14, -9.58], "multiplicity": 3, "species": ["O", "H", "H", "C", "H", "H", "H", "C", "H", "P", "S", "O", "S", "C", "H", "N", "H", "Cl", "H"], "coordinates": [[-0.577848, -3.409209, -0.048345], [-0.477867, -0.729855, -1.728822], [1.865764, 1.088264, 0.788544], [-0.171126, 1.511036, 0.629605], [-0.681833, 3.231291, -0.348548], [1.438019, 2.455646, -0.337401], [-1.491700, -3.058532, 0.204434], [-1.109343, 2.629304, 0.396868], [-2.102885, 2.101192, 0.170609], [0.343943, -2.210456, -0.356265], [0.746857, -1.168038, 1.624254], [1.717922, -2.937229, -0.409024], [-0.736315, 0.203911, 1.576058], [1.185789, 1.446478, -0.011947], [-1.078261, 3.363685, 1.261277], [0.336927, -1.361090, -1.650872], [1.051554, 0.665657, -0.811022], [-2.426586, -1.297265, 0.323647], [2.166990, -2.524788, -1.273049]], "forces_ev_per_angstrom": [[-1.92, -0.43, 0.82], [0.57, -0.58, -0.30], [0.19, 0.20, -0.94], [1.26, 1.24, -1.64], [-0.02, 0.57, -1.70], [0.26, -0.31, -0.31], [1.13, -0.58, -0.31], [-0.85, -1.20, 1.80], [0.85, 1.75, 0.28], [1.24, 1.10, -0.19], [-0.65, -0.61, -0.90], [2.84, 0.37, -2.50], [-0.45, -1.26, 1.80], [-1.04, -0.58, 1.08], [-0.85, -0.97, -0.41], [-1.51, 1.12, 0.42], [0.92, 0.78, 0.37], [-0.77, 0.72, -0.05], [-1.20, -1.32, 2.68]], "nbo_charge": [-0.998, 0.393, 0.234, -0.146, 0.232, 0.222, 0.525, -0.679, 0.239, 2.135, -0.204, -1.010, 0.450, -0.695, 0.230, -1.337, 0.275, -0.405, 0.538]}